Record 1
{"formula": "C2H3N2O", "method": "the ωB97M-V functional and the def2-TZVPD basis", "de_lowest_kcal_mol": 107.3, "smiles": "CN=[N+]=C=O", "total_charge": 1, "orbital_gap_ha": [0.2794, 0.2808], "lumo_energy_ev": [-7.96, -8.00], "multiplicity": 1, "species": ["O", "N", "N", "C", "C", "H", "H", "H"], "xyz": [[-3.375, -0.137, -0.776], [-1.018, -0.061, -0.456], [0.005, 0.129, 0.270], [-2.287, -0.082, -0.503], [1.398, 0.142, 0.264], [1.764, -0.740, 1.091], [1.765, 1.051, 0.750], [1.749, -0.301, -0.640]], "mulliken_charge": [-0.085, -0.066, 0.101, 0.592, -0.564, 0.328, 0.316, 0.379]}



Record 2
{"formula": "C24H24FN3O2", "method": "the ωB97M-V functional and the def2-TZVPD basis", "de_lowest_kcal_mol": 16.1, "smiles": "O=C(Nc1ccccc1Oc1cccnc1)[C@H]1CCCN(Cc2ccc(F)cc2)C1", "orbital_gap_ha": 0.3408, "lumo_energy_ev": 0.65, "multiplicity": 1, "species": ["F", "O", "O", "N", "N", "N", "C", "C", "C", "C", "C", "C", "C", "C", "C", "C", "C", "C", "C", "C", "C", "C", "C", "C", "C", "C", "C", "C", "C", "C", "H", "H", "H", "H", "H", "H", "H", "H", "H", "H", "H", "H", "H", "H", "H", "H", "H", "H", "H", "H", "H", "H", "H", "H"], "xyz": [[5.520, 1.725, -2.091], [-3.650, -1.625, -0.289], [-0.515, 2.133, -0.231], [0.634, -1.474, 0.373], [-1.774, -0.357, -0.522], [-1.704, 1.559, 3.170], [-3.300, 3.065, -2.401], [-3.457, 0.713, -1.935], [2.350, 0.614, -0.767], [4.617, 1.078, -1.325], [1.768, -0.949, 1.121], [0.614, 2.096, 3.199], [-2.460, -1.461, -0.127], [-0.105, -2.974, -1.424], [5.064, 0.232, -0.328], [1.066, -2.494, -0.576], [2.769, -0.245, 0.243], [3.268, 1.279, -1.558], [-3.945, 1.850, -2.552], [-0.371, -2.017, 1.281], [-0.568, 2.009, 1.124], [-0.575, 1.750, 3.828], [-1.188, -3.561, -0.527], [-1.682, 2.012, -0.976], [4.130, -0.430, 0.450], [-2.168, 3.143, -1.609], [-1.712, 1.690, 1.857], [-2.314, 0.772, -1.143], [-1.602, -2.535, 0.537], [0.620, 2.225, 1.824], [1.514, 2.487, 1.278], [2.951, 1.947, -2.343], [-3.962, -0.231, -2.051], [-0.667, -1.230, 1.982], [-0.802, -4.454, -0.029], [0.051, -2.850, 1.873], [-2.669, 1.540, 1.376], [1.515, 2.259, 3.770], [-1.650, 4.079, -1.464], [1.378, -0.234, 1.854], [2.277, -1.753, 1.681], [-3.677, 3.951, -2.887], [-0.780, -0.342, -0.283], [-4.833, 1.781, -3.161], [4.468, -1.096, 1.230], [1.837, -2.057, -1.214], [6.122, 0.095, -0.173], [-0.631, 1.625, 4.900], [-2.259, -3.030, 1.260], [-0.507, -2.138, -1.999], [-2.061, -3.852, -1.113], [1.297, 0.767, -0.936], [1.509, -3.354, -0.044], [0.249, -3.729, -2.128]], "mulliken_charge": [-0.342, -0.709, -0.447, 0.525, 1.011, -0.690, -0.563, -0.835, 0.158, 0.276, -1.334, -0.445, 0.154, -0.616, -0.716, -0.967, 0.414, -0.841, -0.715, -1.387, 0.783, -0.398, -1.293, 0.256, -0.775, -0.684, -0.448, 0.670, 0.620, -0.410, 0.485, 0.500, 0.488, 0.260, 0.465, 0.542, 0.615, 0.438, 0.497, 0.292, 0.404, 0.403, -0.448, 0.407, 0.419, 0.563, 0.453, 0.398, 0.510, 0.251, 0.446, 0.634, 0.307, 0.418]}



Record 3
{"formula": "C3H10N2", "method": "the ωB97M-V functional and the def2-TZVPD basis", "de_lowest_kcal_mol": 139.8, "orbital_gap_ha": 0.2471, "lumo_energy_ev": -0.96, "multiplicity": 1, "species": ["N", "N", "C", "C", "C", "H", "H", "H", "H", "H", "H", "H", "H", "H", "H"], "xyz": [[-1.559, 0.203, -0.663], [0.551, -1.690, -0.325], [0.922, -0.736, 0.732], [0.578, 0.698, 0.204], [-0.858, 1.075, 0.200], [0.189, -0.925, 1.522], [1.227, 1.418, 0.697], [-1.119, 0.994, 1.271], [0.556, -2.653, -0.110], [1.969, -0.733, 1.012], [-1.002, 2.127, -0.078], [0.502, 0.466, -1.823], [-2.420, 0.658, -0.954], [-0.309, -1.356, -0.720], [0.772, 0.453, -0.967]], "mulliken_charge": [-0.668, -0.610, -0.271, -0.261, -0.392, 0.259, 0.393, 0.284, 0.204, 0.356, 0.356, 0.628, 0.163, 0.243, -0.685]}



Record 4
{"formula": "C4H28N2O8", "method": "the ωB97M-V functional and the def2-TZVPD basis", "de_lowest_kcal_mol": 136.7, "smiles": "CCCNCN.O.O.O.O.O.O.O.O", "orbital_gap_ha": 0.3210, "lumo_energy_ev": 0.08, "multiplicity": 1, "species": ["O", "O", "O", "O", "O", "O", "O", "O", "N", "N", "C", "C", "C", "C", "H", "H", "H", "H", "H", "H", "H", "H", "H", "H", "H", "H", "H", "H", "H", "H", "H", "H", "H", "H", "H", "H", "H", "H", "H", "H", "H", "H"], "xyz": [[-3.182, -0.600, 1.910], [-1.517, -0.282, -0.146], [1.200, 1.850, 3.303], [-1.652, 2.956, 1.188], [-1.622, -1.076, -2.859], [0.151, -3.659, -0.681], [-3.400, 1.566, -0.874], [4.207, 0.318, 0.074], [1.351, 0.607, -0.925], [0.172, 2.517, -1.810], [2.141, -1.615, 1.671], [0.941, -1.028, 0.903], [0.591, 1.088, -2.118], [1.205, -0.855, -0.582], [0.950, 2.994, -1.188], [3.879, -0.591, -0.215], [-1.300, -1.488, -2.008], [1.664, -1.827, 2.684], [3.468, 0.763, -0.006], [-2.375, 0.181, -0.052], [0.739, 2.051, 4.103], [-0.692, 2.480, -1.223], [-3.209, 1.947, -1.688], [-0.157, 0.457, -2.417], [-1.915, 2.213, 0.622], [1.309, 1.270, -2.987], [-3.490, -1.273, 2.652], [-2.361, -1.111, 1.813], [0.473, -4.196, -1.392], [0.553, -1.386, -1.229], [2.421, -2.574, 1.365], [2.179, -1.307, -0.896], [-3.901, 0.750, -1.305], [0.372, -3.679, 0.356], [-1.139, -0.118, -1.027], [0.755, 0.046, 1.469], [-1.350, -1.400, -3.682], [0.756, 2.163, 2.638], [-0.049, -1.347, 1.039], [2.840, -0.803, 1.617], [1.097, 1.237, -0.097], [-2.104, 2.760, 1.998]], "mulliken_charge": [-0.626, -0.322, -0.577, -0.660, -0.660, -0.623, -0.645, -0.653, -0.180, -0.734, -1.774, 0.443, -0.366, -0.709, 0.312, 0.317, 0.351, 0.339, 0.381, 0.320, 0.298, 0.237, 0.300, 0.736, 0.271, 0.242, 0.336, 0.245, 0.278, 0.122, 0.352, 0.542, 0.351, 0.343, -0.247, -0.201, 0.300, 0.268, 0.219, 0.602, 0.186, 0.288]}



Record 5
{"formula": "C34H40BaN4O2P2", "method": "the ωB97M-V functional and the def2-TZVPD basis", "de_lowest_kcal_mol": 0.0, "orbital_gap_ha": 0.1965, "lumo_energy_ev": -0.33, "multiplicity": 1, "species": ["Ba", "P", "P", "O", "O", "N", "N", "N", "N", "C", "C", "C", "C", "C", "C", "C", "C", "C", "C", "C", "C", "C", "C", "C", "C", "C", "C", "C", "C", "C", "C", "C", "C", "C", "C", "C", "C", "C", "C", "C", "C", "C", "C", "H", "H", "H", "H", "H", "H", "H", "H", "H", "H", "H", "H", "H", "H", "H", "H", "H", "H", "H", "H", "H", "H", "H", "H", "H", "H", "H", "H", "H", "H", "H", "H", "H", "H", "H", "H", "H", "H", "H", "H"], "xyz": [[0.803, 1.462, 1.517], [-1.392, -0.860, 1.009], [-0.613, 0.893, -1.665], [-0.069, 3.932, 2.123], [-1.355, 3.129, 0.455], [-0.609, 1.624, -3.222], [-0.560, -1.827, 2.337], [1.216, 0.915, -1.595], [-2.987, -1.538, 1.291], [-4.233, 6.226, 1.372], [5.151, -3.678, -0.969], [-3.446, 5.073, 1.270], [-1.383, 2.797, -3.407], [3.071, -3.259, 0.562], [-3.650, 7.475, 1.634], [4.437, -3.874, 0.396], [2.083, -0.172, -1.562], [-0.390, -3.200, 2.505], [-2.077, 5.130, 1.587], [1.930, 2.027, -1.096], [-5.038, -1.772, 2.249], [-0.905, -0.891, -1.792], [0.218, -3.423, 3.736], [-2.308, 7.504, 2.029], [-5.031, -2.497, 1.008], [2.773, -3.677, -2.784], [-1.582, 1.710, 3.146], [-3.779, -1.203, 2.408], [3.619, -2.473, -2.555], [0.472, -2.149, 4.328], [-1.543, 6.337, 2.049], [-1.290, 3.158, -4.738], [4.711, -2.495, -1.776], [3.153, 1.580, -0.635], [-3.775, -2.321, 0.438], [2.098, -3.562, -0.308], [-1.105, 3.999, 1.357], [-0.387, 2.237, -5.386], [0.035, 1.319, -4.437], [3.310, 0.237, -1.077], [-0.032, -1.180, 3.471], [-0.813, -1.725, -0.487], [2.329, -4.429, -1.510], [-3.366, -0.570, 3.183], [5.102, -3.504, 1.184], [5.464, -1.698, -1.801], [1.888, -3.400, -3.369], [4.975, -4.566, -1.591], [-3.881, 4.111, 0.995], [-0.530, 6.350, 2.460], [1.000, -1.970, 5.256], [1.409, -4.999, -1.741], [1.744, -1.145, -1.891], [-0.263, -1.322, -2.563], [-1.926, -0.952, -2.195], [-2.381, 1.810, 2.395], [-1.861, 8.442, 2.345], [3.125, -5.137, -1.263], [-4.255, 8.388, 1.619], [-0.710, -3.916, 1.755], [3.892, 2.188, -0.133], [2.886, -2.783, 1.530], [4.238, -0.307, -1.200], [0.237, -1.997, -0.319], [1.484, 3.012, -1.141], [-5.307, 6.127, 1.225], [3.350, -4.382, -3.403], [-0.139, 2.224, -6.435], [1.038, -3.414, -0.109], [-5.854, -1.667, 2.954], [-1.889, 3.226, -2.545], [-1.979, 1.258, 4.057], [0.464, -4.384, 4.170], [-5.859, -3.056, 0.586], [6.239, -3.579, -0.783], [-1.398, -2.653, -0.589], [3.417, -1.640, -3.236], [0.738, 0.497, -4.518], [-3.387, -2.692, -0.499], [-0.201, -0.106, 3.600], [4.347, -4.964, 0.552], [-1.842, 3.956, -5.210], [-1.069, 2.656, 3.393]], "mulliken_charge": [1.764, 0.177, 0.157, -0.904, -0.686, 0.536, 0.658, 0.152, 0.453, -0.548, -0.790, -0.233, -0.489, -0.299, -0.468, -1.260, 0.144, -0.498, 0.387, -1.343, -0.512, -1.744, -0.740, -0.367, -0.663, -0.915, -1.387, -0.529, -0.675, -0.814, -0.388, -0.572, -0.474, -1.107, -0.374, 0.286, 0.326, -0.595, -0.284, 0.318, -0.120, 0.886, -1.197, 0.272, 0.362, 0.655, 0.367, 0.321, 0.349, 0.307, 0.455, 0.394, 0.302, 0.541, 0.510, 0.152, 0.355, 0.260, 0.349, 0.477, 0.540, 0.493, 0.136, -1.895, 0.481, 0.360, 0.493, 0.434, 0.586, 0.419, 0.437, 0.333, 0.438, 0.423, 0.468, 1.166, 0.859, 0.364, 0.398, 0.042, 0.343, 0.433, 0.554]}



Record 6
{"formula": "C4H10N2O2", "method": "the ωB97M-V functional and the def2-TZVPD basis", "de_lowest_kcal_mol": 183.6, "smiles": "CC(=O)NOCCN", "orbital_gap_ha": 0.3788, "lumo_energy_ev": 0.74, "multiplicity": 1, "species": ["O", "O", "N", "N", "C", "C", "C", "C", "H", "H", "H", "H", "H", "H", "H", "H", "H", "H"], "xyz": [[0.332, 0.780, 0.648], [1.731, -2.557, 0.344], [-0.794, 0.069, -2.174], [1.265, -0.284, 0.099], [1.410, -1.464, 0.855], [-0.934, 0.987, 0.188], [1.202, -0.985, 2.148], [-1.030, 1.283, -1.325], [0.165, -0.788, 2.228], [-1.403, -0.163, 0.227], [-1.101, -0.859, -1.470], [1.162, -0.330, -0.794], [-2.027, 1.768, -1.760], [1.999, -1.604, 2.852], [1.383, 0.183, 1.862], [-0.482, 2.106, -1.649], [-1.346, 0.219, -3.031], [-1.531, 1.639, 0.751]], "mulliken_charge": [-0.461, -0.613, -0.575, -0.178, 0.657, -0.482, -0.862, -0.574, 0.293, 0.232, 0.210, 0.339, 0.353, 0.264, 0.383, 0.365, 0.254, 0.395]}



What is the formula in the third record?
C3H10N2